Entry 1:
{
  "formula": "C4H11NOS",
  "method": "ωB97M-V with the def2-TZVPD basis set",
  "e_above_lowest_ev": 2.382,
  "largest_force_ev_per_a": 1.43,
  "elements": ["S", "O", "N", "C", "C", "C", "C", "H", "H", "H", "H", "H", "H", "H", "H", "H", "H", "H"],
  "positions_angstrom": [[-1.621, -0.658, -1.488], [0.845, -0.204, -3.598], [-1.018, -1.831, -0.642], [-0.944, 0.612, 0.843], [0.586, 0.465, 0.817], [1.155, 0.299, 2.218], [-1.505, 0.667, -0.526], [1.190, -1.066, -3.842], [2.239, 0.212, 2.177], [-1.825, 1.588, -0.981], [0.900, 1.152, 2.843], [0.757, -0.601, 2.680], [-1.227, 1.500, 1.410], [-1.087, -2.707, -1.140], [-1.348, -0.278, 1.336], [1.026, 1.341, 0.335], [0.830, -0.418, 0.225], [1.047, -0.073, -2.667]],
  "lowdin_charge": [0.91, -0.08, -0.39, -0.29, -0.29, -0.11, -0.44, 0.04, 0.07, 0.05, 0.07, 0.07, 0.11, -0.04, 0.10, 0.11, 0.08, 0.01]
}

Entry 2:
{
  "formula": "C3H7N3O2",
  "method": "ωB97M-V with the def2-TZVPD basis set",
  "e_above_lowest_ev": 7.692,
  "largest_force_ev_per_a": 11.46,
  "elements": ["O", "O", "N", "N", "N", "C", "C", "C", "H", "H", "H", "H", "H", "H", "H"],
  "positions_angstrom": [[1.467, 0.287, -0.434], [0.946, -1.742, 0.846], [-0.838, -2.841, 0.402], [-1.033, -0.648, -0.033], [0.482, 1.029, -0.263], [-0.752, 0.566, -0.280], [-0.287, -1.754, 0.410], [0.590, 2.418, -0.461], [1.300, -0.675, 0.138], [1.914, 2.481, -0.310], [-0.392, -3.603, 0.845], [-2.025, -2.645, 0.586], [-0.180, 2.956, 0.556], [0.355, 2.973, -1.727], [-1.548, 1.198, -0.277]],
  "lowdin_charge": [-0.02, 0.00, 0.17, 0.12, -0.38, -0.19, -0.62, -0.10, 0.07, 0.16, 0.11, 0.25, 0.17, 0.16, 0.10]
}

Entry 3:
{
  "formula": "C3H2BrCl3",
  "method": "ωB97M-V with the def2-TZVPD basis set",
  "e_above_lowest_ev": 3.916,
  "largest_force_ev_per_a": 3.46,
  "elements": ["Br", "Cl", "Cl", "Cl", "C", "C", "C", "H", "H"],
  "positions_angstrom": [[2.621, -1.326, -0.726], [-2.752, -1.087, -1.676], [-0.175, -1.164, 0.546], [2.484, 2.119, 0.130], [1.324, -0.280, 0.096], [-2.325, -0.148, -0.384], [1.260, 0.951, 0.467], [-2.775, -0.495, 0.642], [0.339, 1.430, 0.905]],
  "lowdin_charge": [0.75, 0.53, 0.60, 0.62, -1.19, -0.65, -0.72, -0.04, 0.09]
}

Entry 4:
{
  "formula": "C16H23BBr27F2GaNO5S",
  "method": "ωB97M-V with the def2-TZVPD basis set",
  "total_charge": -1,
  "largest_force_ev_per_a": 13.01,
  "elements": ["Br", "Br", "Br", "Br", "Br", "Br", "Br", "Br", "Br", "Br", "Br", "Br", "Br", "Br", "Br", "Br", "Br", "Br", "Br", "Br", "Br", "Br", "Br", "Br", "Br", "Br", "Br", "Ga", "S", "F", "F", "O", "O", "O", "O", "O", "N", "C", "C", "C", "C", "C", "C", "C", "C", "C", "C", "C", "C", "C", "C", "C", "C", "B", "H", "H", "H", "H", "H", "H", "H", "H", "H", "H", "H", "H", "H", "H", "H", "H", "H", "H", "H", "H", "H", "H", "H"],
  "positions_angstrom": [[7.422, -5.939, 4.754], [8.682, -3.797, 2.713], [-4.181, -2.616, -3.899], [7.612, 1.323, -3.678], [5.491, -4.103, 2.957], [-5.833, -1.995, -6.586], [1.315, 1.245, -4.926], [-2.116, 4.832, -1.171], [-5.174, 10.147, 0.927], [-3.589, -3.647, 2.114], [-4.735, 5.501, 0.570], [-4.242, -4.774, -6.282], [3.986, -3.890, 6.204], [-6.373, -4.172, 0.593], [1.370, -3.209, 7.952], [-7.971, -1.282, -2.778], [-0.658, -1.065, -5.981], [7.879, 4.113, -2.103], [-10.140, -2.343, -0.655], [-8.782, 0.545, -0.260], [1.255, -2.984, 4.722], [-5.262, 10.410, -2.277], [-4.823, 5.765, -2.635], [-5.973, -1.501, 2.337], [8.932, 1.393, -0.748], [-2.554, 9.477, -0.814], [-1.467, 2.027, -6.335], [0.214, -1.207, 0.096], [-0.007, -1.285, -2.231], [2.815, -3.834, 1.399], [-0.486, -4.137, 2.793], [-2.435, 0.383, -0.030], [4.358, 1.726, 0.149], [0.873, -2.265, 3.167], [-2.270, -1.061, 2.030], [1.979, -3.980, -0.773], [0.501, -2.993, 0.835], [7.191, -4.220, 3.883], [-4.291, -2.889, -5.816], [-4.056, 4.825, -1.119], [-0.011, 0.745, -6.253], [8.652, 2.358, -2.408], [1.712, 0.150, 0.492], [0.335, -3.048, 2.292], [-8.549, -1.263, -0.925], [4.335, 0.581, 1.057], [3.174, -0.491, 0.739], [-5.510, -3.376, 2.140], [-4.495, 9.470, -0.761], [2.043, -3.907, 6.265], [5.504, 2.561, 0.539], [-2.728, 1.542, 0.849], [1.769, -3.602, 0.409], [-1.671, -0.570, 0.787], [1.732, -4.952, 6.207], [3.066, -1.213, 1.649], [-1.590, -0.880, 2.728], [6.370, 1.930, 0.991], [5.215, 3.321, 1.371], [0.987, -2.098, -2.772], [-5.894, -3.893, 3.020], [7.179, -3.464, 4.669], [5.957, 3.125, -0.372], [4.329, 0.984, 2.139], [-1.937, 1.511, 1.689], [1.480, 0.873, 1.375], [1.807, 0.836, -0.448], [-3.803, 1.519, 1.250], [-4.812, 8.429, -0.838], [9.635, 2.516, -2.854], [0.485, 0.764, -7.223], [-2.544, 2.477, 0.177], [-4.373, 3.784, -1.195], [5.347, 0.023, 0.890], [-7.751, -1.719, -0.337], [3.497, -1.115, -0.178], [-3.404, -2.430, -6.255]],
  "lowdin_charge": [0.54, 0.54, 0.56, 0.57, 0.57, 0.54, 0.56, 0.60, 0.55, 0.69, 0.56, 0.55, 0.49, 0.58, 0.48, 0.55, 0.56, 0.58, 0.54, 0.54, 1.00, 0.55, 0.57, 0.58, 0.57, 0.55, 0.54, 0.24, 0.28, -0.04, -0.01, -0.13, -0.23, -0.45, -0.11, 0.07, 0.06, -1.62, -1.62, -1.59, -1.60, -1.60, -0.27, -0.34, -1.62, -0.24, -0.24, -1.57, -1.62, -1.53, -0.15, -0.08, -0.37, -0.55, -0.03, 0.10, 0.09, 0.06, 0.10, -0.21, -0.03, -0.03, 0.03, 0.13, 0.10, 0.07, 0.06, 0.10, -0.08, -0.03, -0.03, 0.04, -0.03, 0.12, -0.11, 0.12, -0.07]
}

no.,E_LUMO (Eh),HOMO level (Ha),frontier orbital gap (eV)
1,0.0137,-0.30528,8.68
2,0.0231,-0.29255,8.59
3,-0.0159,-0.31480,8.13
4,0.0381,-0.20667,6.66